C49H59CrF15GeIN3OS2SbSi4 as an isolated structure in a non-equilibrium geometry. Source: the OMol25 dataset; level of theory: ωB97M-V with the def2-TZVPD basis set.

Each line ends with the Löwdin charge.
Positions of all 137 atoms, in Å:
Cr -0.178 0.405 0.256  0.081
I 4.466 4.332 1.104  0.871
C 3.301 2.618 1.130  -0.744
C 3.642 1.372 1.609  -0.103
N 2.560 0.602 1.459  0.019
N 1.540 1.261 0.896  -0.136
C 1.984 2.502 0.695  -0.222
H 4.561 0.995 2.026  0.135
H 2.487 -0.401 1.578  0.079
H 1.365 3.260 0.247  0.084
N -1.194 2.065 0.923  -0.367
S -1.385 3.457 0.162  1.013
C -0.918 4.782 1.309  -0.373
C -1.328 6.087 1.070  -0.076
C -0.878 7.098 1.903  -0.066
C -0.023 6.804 2.957  -0.067
C 0.385 5.497 3.183  -0.052
C -0.052 4.481 2.345  -0.097
C -3.144 3.773 0.054  -0.391
C -3.917 3.947 1.194  -0.072
C -5.287 4.092 1.059  -0.055
C -5.872 4.062 -0.201  -0.060
C -5.092 3.872 -1.333  -0.060
C -3.720 3.724 -1.208  -0.087
H -1.838 1.975 1.706  -0.015
H -2.004 6.307 0.252  0.116
H -1.194 8.118 1.726  0.109
H 0.328 7.598 3.604  0.108
H 1.042 5.262 4.010  0.113
H 0.262 3.456 2.496  0.074
H -3.453 3.969 2.173  0.110
H -5.902 4.224 1.939  0.113
H -6.942 4.190 -0.299  0.109
H -5.553 3.832 -2.311  0.111
H -3.090 3.574 -2.077  0.103
C 2.078 -2.434 2.935  -0.220
Si 0.191 -2.640 3.025  0.376
C -0.150 -3.289 4.777  -0.216
C -0.437 -4.008 1.876  -0.199
Si -0.909 -0.658 2.374  0.451
Si -3.179 -1.274 2.086  0.396
C -4.222 0.259 1.643  -0.208
C -3.488 -2.596 0.763  -0.205
C -3.943 -1.979 3.680  -0.218
Si -0.866 0.736 4.307  0.387
C 0.867 1.497 4.556  -0.214
C -2.142 2.159 4.368  -0.211
C -1.231 -0.218 5.906  -0.215
H 2.614 -3.301 3.327  0.037
H 2.392 -1.564 3.523  0.019
H 2.401 -2.293 1.901  -0.016
H 0.147 -4.339 4.847  0.031
H -1.210 -3.227 5.032  0.012
H 0.410 -2.736 5.533  0.013
H 0.145 -4.929 1.950  0.023
H -0.437 -3.678 0.835  0.020
H -1.469 -4.246 2.143  0.023
H -3.761 0.812 0.818  -0.001
H -4.321 0.937 2.495  0.009
H -5.230 -0.023 1.327  0.035
H -2.770 -2.508 -0.054  0.007
H -4.493 -2.505 0.344  0.032
H -3.394 -3.601 1.178  0.018
H -3.993 -1.235 4.478  0.012
H -3.358 -2.825 4.050  0.012
H -4.959 -2.338 3.496  0.029
H 1.274 1.924 3.635  -0.012
H 1.561 0.718 4.884  0.022
H 0.868 2.279 5.320  0.029
H -1.983 2.927 3.610  -0.018
H -2.112 2.662 5.338  0.034
H -3.153 1.762 4.239  0.016
H -0.398 -0.871 6.175  0.007
H -2.116 -0.848 5.796  0.011
H -1.407 0.459 6.746  0.030
F 3.576 -4.214 0.520  0.086
C 2.592 -5.076 0.212  -0.234
C 1.676 -4.747 -0.778  -0.117
C 0.710 -5.703 -1.048  -0.219
F -0.209 -5.488 -1.994  0.110
C 0.653 -6.914 -0.382  -0.141
F -0.283 -7.811 -0.686  0.131
C 1.576 -7.194 0.610  -0.139
F 1.520 -8.340 1.274  0.142
C 2.559 -6.267 0.909  -0.148
F 3.454 -6.526 1.862  0.127
Ge 1.869 -2.965 -1.689  0.729
S 1.387 -1.077 -0.804  0.352
C 3.839 -3.040 -2.090  -0.124
C 4.799 -2.118 -1.706  -0.221
F 4.473 -0.982 -1.078  0.055
C 6.152 -2.328 -1.917  -0.138
F 7.044 -1.419 -1.512  0.120
C 6.583 -3.485 -2.535  -0.132
F 7.879 -3.691 -2.742  0.137
C 5.654 -4.432 -2.932  -0.137
F 6.059 -5.555 -3.524  0.128
C 4.315 -4.194 -2.697  -0.240
F 3.441 -5.139 -3.081  0.094
C 0.916 -3.138 -3.436  -0.120
C -0.469 -3.093 -3.374  -0.256
F -1.052 -2.917 -2.183  0.078
C -1.270 -3.231 -4.489  -0.142
F -2.599 -3.200 -4.395  0.126
C -0.671 -3.398 -5.727  -0.134
F -1.422 -3.540 -6.813  0.137
C 0.708 -3.390 -5.835  -0.140
F 1.280 -3.508 -7.034  0.124
C 1.481 -3.247 -4.695  -0.211
F 2.807 -3.189 -4.855  0.101
C -2.545 0.049 -1.534  -0.226
O -1.669 -0.294 -0.522  -0.511
H -3.523 -0.423 -1.380  0.087
H -2.171 -0.287 -2.512  0.070
H -2.711 1.140 -1.598  0.049
C 1.474 4.625 -3.899  -0.187
C 0.431 4.130 -2.905  -0.431
Sb 0.298 1.952 -2.603  1.437
C 2.207 1.417 -3.491  -0.416
C 3.377 1.676 -2.545  -0.197
C -0.882 1.498 -4.396  -0.416
C -0.610 2.350 -5.629  -0.189
H 1.419 5.712 -4.002  0.070
H 1.327 4.194 -4.889  0.047
H 2.485 4.378 -3.573  0.057
H -0.571 4.444 -3.214  0.037
H 0.613 4.576 -1.924  0.017
H 2.317 1.974 -4.422  0.040
H 2.145 0.354 -3.731  0.040
H 3.406 2.719 -2.215  0.049
H 4.328 1.459 -3.036  0.076
H 3.303 1.039 -1.662  0.018
H -1.933 1.571 -4.111  0.033
H -0.678 0.446 -4.607  0.042
H -0.850 3.400 -5.451  0.057
H -1.223 2.009 -6.466  0.070
H 0.434 2.286 -5.941  0.058

Computed properties:
* DFT total energy: -251805.406 eV
* 2S+1: 2
* E_LUMO (alpha / beta): -0.0106 / -0.0032 hartree
* charge: 0